22
Properties=species:S:1:pos:R:3 method="wB97M-V/def2-TZVPD" orbital_gap_ev="3.815 / 3.816" homo_energy_ev="-1.57 / -1.57" de_lowest_kcal_mol=80.7 charge=-1
Li -0.07 -2.16 1.59
O -0.68 -0.94 0.20
O 0.33 -0.13 2.03
C 1.60 0.42 2.32
C 2.33 0.44 0.98
O 1.34 0.14 0.02
C 0.03 0.16 0.64
H 1.48 1.43 2.74
H 2.10 -0.24 3.05
H 3.11 -0.34 0.94
H 2.77 1.42 0.76
Mg 0.94 -1.93 -1.02
O 0.46 -0.83 -2.65
O -0.66 1.24 0.37
C -2.09 0.28 -0.36
C -1.94 0.01 -1.86
O -1.02 0.82 -2.59
C 0.18 0.32 -3.06
H -3.19 0.42 -0.43
H -2.41 0.37 0.69
H -2.92 0.17 -2.33
H -1.73 -1.05 -2.02

---

22
Properties=species:S:1:pos:R:3 method="wB97M-V/def2-TZVPD" orbital_gap_ev="7.476 / 7.229" homo_energy_ev="-16.55 / -16.42" de_lowest_kcal_mol=74.9 charge=+2 s_squared=9.014 spin_multiplicity=6
Li 0.00 1.30 -3.31
O 0.42 2.15 -1.59
O -0.26 2.21 0.59
C -0.48 -1.89 0.35
C -0.93 -0.47 0.57
O 1.05 0.65 -0.12
C 0.44 1.76 -0.42
H 0.41 -2.17 0.93
H -1.55 -1.41 -0.40
H -1.18 -2.60 0.82
H -1.97 -0.22 0.29
Sm 2.70 0.34 -1.88
O 1.08 -0.20 -3.02
O 0.05 -1.95 -1.99
C -0.12 1.53 1.87
C -0.93 0.25 1.91
O 2.23 -1.57 -1.81
C 1.10 -1.34 -2.37
H 0.91 1.24 2.11
H -0.42 2.26 2.62
H -1.97 0.53 2.13
H -0.59 -0.40 2.72

---

22
Properties=species:S:1:pos:R:3 method="wB97M-V/def2-TZVPD" orbital_gap_ev=6.541 homo_energy_ev=-7.16 de_lowest_kcal_mol=44.5 charge=0
O -2.01 -0.78 -0.04
C -1.06 -0.23 -0.82
C -2.54 0.10 0.99
O -0.06 0.16 0.02
O -2.10 1.64 -0.75
C -3.01 1.38 0.27
H -1.76 0.36 1.72
H -3.39 -0.44 1.42
H -3.20 2.14 1.05
H -4.00 1.18 -0.17
O 1.65 -0.47 -1.53
C 1.31 0.38 -0.47
C 2.10 -1.71 -1.02
O 1.44 1.64 -0.73
O 2.14 -0.05 0.61
C 2.36 -1.45 0.47
H 3.02 -1.99 -1.56
H 1.34 -2.49 -1.16
H 3.40 -1.65 0.77
H 1.66 -2.00 1.11
Li -0.37 2.26 -0.87
Tl 3.07 2.03 0.69

---

22
Properties=species:S:1:pos:R:3 method="wB97M-V/def2-TZVPD" orbital_gap_ev="6.991 / 5.881" homo_energy_ev="-11.90 / -12.03" de_lowest_kcal_mol=122.6 charge=+1 s_squared=3.754 spin_multiplicity=4
O -1.62 -1.12 1.62
C 2.19 0.47 1.78
C -0.51 -0.56 1.75
O 2.60 0.58 2.95
O 1.86 -0.77 1.40
C 0.59 -0.92 0.78
H -0.26 -0.14 2.74
H 1.17 3.02 0.73
H 0.48 -0.23 -0.07
H 0.50 -1.99 0.51
Li -3.11 0.06 1.97
Tm 3.78 2.45 2.19
O -1.41 2.94 3.18
C -2.32 2.06 2.69
C -0.56 3.64 2.29
O -2.83 1.28 3.53
O -2.49 1.95 1.45
C 0.41 2.76 1.49
H -0.11 4.43 2.90
H -1.19 4.21 1.60
H -0.11 2.81 0.52
H 0.16 1.54 1.92